187
Properties=species:S:1:pos:R:3:lowdin_charge:R:1 method="wB97M-V/def2-TZVPD" homo_lumo_gap_ha=0.318 total_energy_ha=-3202.62622 total_charge=0
C 2.575 5.225 -2.966 -0.050
C 2.452 3.777 -3.534 -0.346
C 1.177 3.488 -4.405 -0.191
O 1.096 4.402 -5.506 -0.172
C 0.019 3.932 -6.352 -0.088
N 3.644 3.387 -4.360 0.042
H 1.681 5.611 -2.478 0.065
H 2.893 5.946 -3.720 0.074
H 3.350 5.251 -2.200 0.069
H 2.505 3.135 -2.655 0.108
H 0.278 3.468 -3.790 0.107
H 1.277 2.457 -4.747 0.113
H 0.340 2.980 -6.775 0.085
H -0.155 4.624 -7.177 0.088
H -0.919 3.707 -5.844 0.072
H 3.414 3.660 -5.305 0.083
H 4.459 3.939 -4.131 0.087
C 6.254 2.037 2.471 -0.041
C 5.288 1.331 1.527 -0.399
C 5.246 -0.227 1.752 -0.218
O 6.514 -0.787 1.854 -0.179
C 7.354 -0.537 0.675 -0.052
N 3.926 1.894 1.607 0.068
H 6.256 1.585 3.462 0.090
H 5.941 3.081 2.497 0.070
H 7.290 2.098 2.135 0.071
H 5.628 1.515 0.508 0.111
H 4.710 -0.653 0.904 0.098
H 4.726 -0.420 2.690 0.120
H 7.561 0.532 0.631 0.066
H 6.900 -0.860 -0.262 0.079
H 8.265 -1.095 0.892 0.091
H 3.314 1.630 0.847 0.041
H 3.968 2.904 1.603 0.046
C 0.587 -2.394 3.985 -0.060
C 2.059 -2.797 4.057 -0.416
C 2.807 -2.889 2.703 -0.141
O 2.460 -4.166 2.077 -0.183
C 3.015 -4.239 0.801 -0.141
N 2.651 -1.786 4.867 0.033
H 0.247 -2.138 4.989 0.066
H 0.026 -3.177 3.473 0.076
H 0.422 -1.477 3.419 0.053
H 2.137 -3.728 4.618 0.138
H 3.895 -2.845 2.755 0.116
H 2.684 -2.028 2.047 0.094
H 2.606 -3.601 0.019 0.071
H 2.994 -5.286 0.497 0.091
H 4.092 -4.078 0.847 0.085
H 1.984 -1.691 5.620 0.059
H 2.519 -0.936 4.337 0.018
C 5.481 -3.034 -2.514 -0.071
C 4.758 -4.136 -3.286 -0.454
C 3.330 -3.731 -3.664 -0.190
O 2.590 -3.456 -2.466 -0.216
C 1.203 -3.098 -2.666 -0.079
N 5.611 -4.329 -4.413 0.030
H 6.475 -3.284 -2.144 0.075
H 4.879 -2.808 -1.634 0.060
H 5.588 -2.083 -3.037 0.076
H 4.686 -4.997 -2.621 0.134
H 2.946 -4.602 -4.193 0.118
H 3.372 -2.944 -4.418 0.130
H 1.125 -2.133 -3.167 0.077
H 0.842 -3.119 -1.638 0.065
H 0.652 -3.865 -3.210 0.090
H 5.159 -4.973 -5.045 0.070
H 6.521 -4.691 -4.169 0.079
C -4.654 -2.929 0.261 -0.019
C -3.651 -2.690 -0.921 -0.432
C -2.421 -1.887 -0.505 -0.179
O -1.530 -1.666 -1.623 -0.238
C -1.899 -0.668 -2.548 -0.093
N -3.198 -3.863 -1.599 0.064
H -5.172 -2.016 0.555 0.047
H -4.017 -3.390 1.017 0.067
H -5.405 -3.671 -0.012 0.075
H -4.174 -2.118 -1.688 0.111
H -1.873 -2.365 0.307 0.114
H -2.750 -0.896 -0.193 0.107
H -2.846 -0.923 -3.022 0.085
H -1.196 -0.660 -3.381 0.096
H -2.022 0.231 -1.943 0.070
H -2.776 -4.608 -1.063 0.028
H -2.405 -3.562 -2.148 0.065
C -7.046 3.889 -2.712 -0.075
C -7.599 3.545 -1.337 -0.419
C -6.687 2.730 -0.356 -0.167
O -6.238 1.535 -0.976 -0.193
C -5.714 0.544 -0.182 -0.139
N -8.143 4.785 -0.738 0.035
H -6.258 4.641 -2.669 0.074
H -7.760 4.248 -3.453 0.076
H -6.537 3.055 -3.195 0.061
H -8.411 2.861 -1.583 0.126
H -7.252 2.457 0.535 0.120
H -5.854 3.367 -0.057 0.121
H -5.532 -0.259 -0.896 0.081
H -6.352 0.097 0.581 0.090
H -4.766 0.840 0.267 0.085
H -8.392 4.518 0.204 0.058
H -9.029 4.903 -1.207 0.070
C -3.381 -0.904 3.741 -0.059
C -2.539 0.019 4.604 -0.451
C -3.085 1.427 4.732 -0.175
O -3.058 2.111 3.449 -0.188
C -3.718 3.319 3.480 -0.140
N -2.624 -0.656 5.889 0.040
H -2.962 -1.910 3.739 0.075
H -3.430 -0.542 2.714 0.061
H -4.442 -0.938 3.987 0.087
H -1.490 0.075 4.311 0.108
H -2.627 1.924 5.586 0.119
H -4.126 1.378 5.052 0.123
H -4.789 3.142 3.583 0.091
H -3.535 3.797 2.518 0.073
H -3.318 4.012 4.221 0.091
H -2.223 -1.577 5.782 0.065
H -1.948 -0.138 6.432 0.062
C -4.405 -6.914 1.141 -0.062
C -3.555 -7.101 -0.134 -0.436
C -2.062 -6.930 0.055 -0.189
O -1.743 -5.558 0.035 -0.224
C -0.376 -5.296 0.213 -0.093
N -3.929 -8.379 -0.644 0.025
H -5.466 -6.935 0.891 0.075
H -4.248 -5.942 1.609 0.061
H -4.210 -7.675 1.897 0.076
H -3.891 -6.349 -0.848 0.127
H -1.514 -7.386 -0.770 0.127
H -1.727 -7.482 0.933 0.130
H 0.261 -5.667 -0.589 0.094
H 0.063 -5.729 1.112 0.092
H -0.312 -4.212 0.309 0.077
H -4.887 -8.446 -0.957 0.076
H -3.924 -9.058 0.104 0.068
C -3.496 2.553 -3.006 -0.125
O -2.223 2.184 -3.482 -0.153
H -3.350 3.101 -2.075 0.071
H -3.998 3.159 -3.761 0.086
H -4.032 1.631 -2.782 0.079
H -2.263 1.724 -4.323 0.092
C -1.390 4.557 -0.100 -0.068
C -1.423 3.044 0.118 -0.290
O -0.685 2.365 -0.881 -0.084
H -1.863 5.039 0.755 0.075
H -2.020 4.851 -0.939 0.071
H -0.382 4.942 -0.256 0.057
H -2.479 2.773 0.111 0.097
H -1.087 2.775 1.119 0.112
H -1.119 2.549 -1.717 0.050
C 0.291 -0.524 0.686 -0.042
C 1.634 -0.152 0.079 -0.312
O 1.647 1.202 0.001 -0.093
H -0.528 -0.150 0.072 0.060
H 0.177 -0.089 1.679 0.059
H 0.173 -1.584 0.913 0.064
H 1.840 -0.577 -0.903 0.102
H 2.473 -0.429 0.718 0.084
H 0.850 1.520 -0.432 0.043
C 1.393 6.497 1.457 -0.084
C 1.562 5.041 1.914 -0.293
O 2.948 4.691 1.892 -0.087
H 0.361 6.833 1.553 0.067
H 1.494 6.563 0.374 0.062
H 2.026 7.262 1.908 0.075
H 0.954 4.383 1.293 0.091
H 1.178 4.955 2.931 0.104
H 3.300 5.246 2.592 0.088
C 0.749 1.662 5.321 -0.069
C 1.334 1.682 3.944 -0.323
O 2.410 0.794 3.853 -0.108
H -0.039 2.408 5.215 0.071
H 1.444 1.976 6.100 0.087
H 0.275 0.703 5.530 0.056
H 1.677 2.682 3.680 0.104
H 0.571 1.354 3.238 0.092
H 2.946 1.165 3.149 0.029
C 4.319 0.681 -2.228 -0.074
C 3.185 0.295 -3.159 -0.344
O 3.536 0.608 -4.469 -0.084
H 4.324 0.219 -1.240 0.049
H 4.278 1.746 -2.002 0.063
H 5.284 0.450 -2.680 0.079
H 2.282 0.808 -2.828 0.091
H 2.940 -0.763 -3.067 0.083
H 3.667 1.559 -4.437 0.003

---

59
Properties=species:S:1:pos:R:3:lowdin_charge:R:1 method="wB97M-V/def2-TZVPD" homo_lumo_gap_ha="0.198 / 0.195" multiplicity=4 total_energy_ha=-15868.26165 total_charge=-1
Re -0.159 -0.505 -0.218 1.190
Cl 3.730 -5.225 4.334 0.659
C 2.663 -4.107 3.555 -0.703
C 1.733 -4.559 2.624 -0.697
Cl 1.655 -6.223 2.228 0.694
C 0.861 -3.658 2.010 -0.562
Cl -0.464 -4.275 1.061 0.647
C 0.973 -2.285 2.225 -0.422
O 0.271 -1.374 1.566 -0.369
C 1.878 -1.855 3.203 -0.598
Cl 1.970 -0.178 3.555 0.719
C 2.706 -2.754 3.871 -0.697
Cl 3.791 -2.189 5.084 0.674
S 0.087 1.467 1.062 0.712
C -1.620 1.130 1.515 -0.661
N -2.139 1.644 2.631 0.066
N -1.322 2.257 3.427 -0.001
C -1.708 2.628 4.743 -0.217
C -2.972 2.339 5.234 -0.024
C -3.285 2.691 6.540 -0.083
C -2.352 3.332 7.347 -0.100
C -1.096 3.627 6.835 -0.088
C -0.770 3.275 5.533 -0.029
N -2.568 0.451 0.774 0.070
N -2.158 -0.472 -0.064 -0.156
C -3.203 -0.938 -0.936 -0.252
C -4.095 -0.006 -1.443 -0.017
C -4.926 -0.372 -2.495 -0.074
C -4.845 -1.646 -3.033 -0.073
C -3.987 -2.588 -2.471 -0.072
C -3.187 -2.241 -1.401 -0.082
H -0.338 2.344 3.164 0.067
H -3.683 1.830 4.598 0.106
H -4.264 2.447 6.932 0.102
H -2.599 3.591 8.368 0.098
H -0.359 4.125 7.452 0.103
H 0.215 3.493 5.136 0.115
H -4.095 1.001 -1.051 0.110
H -5.596 0.364 -2.920 0.103
H -5.443 -1.914 -3.896 0.104
H -3.922 -3.584 -2.883 0.083
H -2.556 -2.976 -0.916 0.037
Cl 1.461 5.217 -3.490 0.644
C 1.612 3.658 -2.744 -0.699
C 2.852 3.175 -2.346 -0.694
Cl 4.278 4.126 -2.596 0.650
C 2.958 1.916 -1.734 -0.603
Cl 4.477 1.296 -1.196 0.705
C 1.825 1.133 -1.531 -0.432
O 1.830 -0.072 -0.955 -0.329
C 0.602 1.631 -1.943 -0.418
O -0.439 0.820 -1.671 -0.340
C 0.474 2.866 -2.541 -0.612
Cl -1.099 3.403 -2.990 0.706
Se -0.827 -4.139 -4.914 -0.116
Sb -0.001 -4.434 -2.675 -0.317
Se 1.995 -5.647 -2.119 -0.126
Se -1.848 -5.851 -1.744 0.087
Se 0.182 -2.124 -1.642 0.411

---

86
Properties=species:S:1:pos:R:3:lowdin_charge:R:1 method="wB97M-V/def2-TZVPD" homo_lumo_gap_ha="0.260 / 0.281" multiplicity=2 total_energy_ha=-3945.81845 total_charge=+1
V -0.495 -0.065 -0.271 0.988
C -1.720 2.409 -1.771 -0.084
N -1.432 0.982 -2.027 -0.090
C -0.573 0.831 -3.211 -0.121
C 0.818 1.058 -2.734 -0.315
N 1.112 0.959 -1.460 0.094
C 2.509 1.038 -1.389 -0.170
C 3.385 0.925 -0.312 0.014
C 4.735 1.043 -0.575 -0.061
C 5.221 1.264 -1.871 -0.072
C 4.367 1.360 -2.951 -0.010
C 3.012 1.233 -2.677 -0.171
N 1.899 1.247 -3.511 0.199
C -1.784 2.654 -0.303 -0.281
N -1.272 1.819 0.561 0.108
C -1.539 2.354 1.823 -0.181
C -1.290 1.855 3.099 0.000
C -1.703 2.620 4.170 -0.052
C -2.356 3.849 3.990 -0.066
C -2.631 4.344 2.732 -0.006
C -2.213 3.566 1.660 -0.169
N -2.355 3.725 0.285 0.190
H -2.647 2.716 -2.263 0.126
H -0.911 3.009 -2.191 0.141
H -2.306 0.486 -2.191 0.052
H -0.860 1.510 -4.018 0.140
H -0.650 -0.197 -3.565 0.094
H 3.023 0.727 0.683 0.089
H 5.439 0.953 0.241 0.110
H 6.287 1.350 -2.030 0.109
H 4.736 1.516 -3.956 0.115
H 1.900 1.317 -4.514 0.176
H -0.810 0.900 3.253 0.104
H -1.524 2.262 5.175 0.114
H -2.661 4.416 4.859 0.111
H -3.148 5.283 2.591 0.116
H -2.814 4.486 -0.186 0.175
Cl -4.720 0.555 -3.306 0.540
C -4.670 -1.142 -3.843 -0.961
Cl -3.029 -1.793 -3.826 0.584
H -5.052 -1.178 -4.856 0.032
H -5.280 -1.720 -3.160 0.028
C -3.144 -1.297 2.203 -0.007
C -2.826 -1.799 0.806 -0.597
C -2.156 -3.161 0.816 -0.004
C -4.040 -1.763 -0.105 -0.024
O -1.862 -0.864 0.239 -0.244
H -3.892 -1.950 2.655 0.101
H -3.546 -0.283 2.169 0.090
H -2.248 -1.316 2.820 0.079
H -2.854 -3.899 1.212 0.102
H -1.267 -3.134 1.445 0.081
H -1.867 -3.450 -0.194 0.082
H -4.814 -2.418 0.296 0.101
H -3.765 -2.116 -1.099 0.050
H -4.445 -0.752 -0.173 0.086
O 0.278 -1.723 2.615 0.097
C 0.842 -0.704 2.282 -0.531
O 0.774 -0.212 1.050 -0.168
C 1.714 0.074 3.207 -0.151
C 2.230 -0.571 4.323 0.001
C 3.022 0.106 5.253 0.036
C 3.249 1.439 5.014 -0.207
O 3.945 2.324 5.777 0.046
C 4.006 3.532 5.016 -0.116
O 3.061 3.415 3.952 0.037
C 2.721 2.091 3.909 -0.198
C 1.951 1.442 2.985 0.042
H 2.006 -1.619 4.459 0.124
H 3.433 -0.389 6.121 0.126
H 5.012 3.646 4.601 0.140
H 3.737 4.373 5.651 0.140
H 1.520 1.960 2.140 0.126
C 0.092 -1.594 -1.452 -0.044
C 0.393 -2.522 -2.175 -0.082
C 0.756 -3.618 -3.029 -0.256
C -0.207 -4.549 -3.426 -0.048
C 0.138 -5.601 -4.257 -0.078
C 1.447 -5.738 -4.700 -0.082
C 2.410 -4.820 -4.307 -0.078
C 2.070 -3.764 -3.477 -0.038
H -1.224 -4.441 -3.070 0.099
H -0.613 -6.320 -4.557 0.106
H 1.717 -6.563 -5.347 0.105
H 3.432 -4.929 -4.645 0.105
H 2.819 -3.050 -3.160 0.113

---

14
Properties=species:S:1:pos:R:3:lowdin_charge:R:1 method="wB97M-V/def2-TZVPD" homo_lumo_gap_ha="0.238 / 0.258" total_energy_ha=-1290.28988 total_charge=0
O 0.722 0.035 2.115 -0.598
Si 1.251 1.825 -0.437 0.412
Si 1.363 -1.881 -0.333 0.477
Si -2.856 -0.088 0.570 0.562
P 0.462 -0.016 0.646 0.262
H 0.561 3.044 0.189 -0.092
H 2.764 2.105 -0.471 -0.098
H 0.931 1.358 -1.852 -0.102
H 0.261 -2.525 -1.123 -0.100
H 1.670 -2.402 0.965 -0.108
H 2.414 -1.581 -1.231 -0.130
H -3.351 1.410 0.588 -0.136
H -2.365 -0.319 -0.864 -0.168
H -3.828 -0.965 1.236 -0.180